An isolated molecule of C4H5NO2, computed with ωB97M-V/def2-TZVPD.

Values from the calculation:
structure (SMILES) = O=C1NC[C@H]2O[C@@H]12
E_LUMO = 0.861 eV
frontier orbital gap = 10.589 eV
energy relative to the best compared isomer or geometry (same formula, charge and spin) = 1.203 eV

XYZ file:
```
12
C4H5NO2 ωB97M-V/def2-TZVPD
O 0.97 2.29 0.68
C 0.52 1.22 0.30
N 1.22 0.12 -0.11
C 0.42 -1.02 -0.52
C -0.99 -0.60 -0.07
O -1.04 -0.21 1.29
C -0.93 0.81 0.29
H 2.23 0.10 -0.02
H 0.72 -1.94 0.00
H 0.54 -1.20 -1.60
H -1.91 -1.11 -0.36
H -1.73 1.54 0.17
```

***

A 6-piece molecular cluster, C20H35F9NO9S overall in a non-equilibrium geometry, computed with ωB97M-V/def2-TZVPD.

Values from the calculation:
E_LUMO = -6.939 eV
frontier orbital gap = 5.031 eV
total charge = +1

XYZ file:
```
75
C20H35F9NO9S ωB97M-V/def2-TZVPD
O 3.37 -4.24 1.77
C 2.87 -4.00 0.53
O 3.71 -4.44 -0.60
C 1.39 -3.30 0.40
C 0.57 -3.08 -1.03
C -0.93 -2.41 -0.94
N -1.61 -1.99 0.36
S -3.22 -1.31 0.48
O -3.72 -1.12 1.96
O -3.08 0.17 -0.06
C -4.50 -2.11 -0.65
F -5.74 -1.32 -0.48
F -4.02 -1.78 -2.04
C -4.61 -3.72 -0.59
F -4.76 -4.19 -2.02
F -3.34 -4.40 -0.13
C -5.81 -4.42 0.24
F -6.06 -5.74 -0.46
F -7.12 -3.75 0.26
C -5.44 -4.87 1.79
F -6.77 -5.20 2.44
F -4.71 -6.19 1.75
F -4.72 -3.85 2.58
C -0.83 -2.15 1.68
C 0.68 -2.80 1.80
H 4.05 -5.36 -0.33
H 1.08 -3.42 -2.05
H -1.50 -2.26 -1.96
H -1.32 -1.80 2.71
H 1.18 -2.87 2.87
C 6.65 -3.48 -2.85
C 6.21 -2.03 -2.81
O 4.80 -1.96 -2.63
H 6.15 -4.01 -3.68
H 7.73 -3.55 -2.99
H 6.37 -4.00 -1.93
H 6.46 -1.52 -3.74
H 6.69 -1.50 -1.98
H 4.58 -2.41 -1.80
C -2.13 3.99 0.38
C -0.66 3.68 0.18
O -0.27 2.60 1.02
H -2.33 4.24 1.42
H -2.44 4.82 -0.26
H -2.74 3.11 0.14
H -0.05 4.55 0.44
H -0.45 3.41 -0.86
H -0.81 1.83 0.77
C -4.53 6.35 -3.49
C -3.06 6.04 -3.68
O -2.67 4.96 -2.85
H -4.73 6.60 -2.44
H -4.84 7.18 -4.12
H -5.14 5.47 -3.73
H -2.45 6.91 -3.42
H -2.85 5.78 -4.72
H -3.21 4.19 -3.09
C 1.51 3.48 4.42
C 2.18 2.12 4.35
O 1.20 1.09 4.35
H 0.90 3.56 5.33
H 2.26 4.28 4.42
H 0.84 3.62 3.57
H 2.83 1.97 5.21
H 2.78 2.03 3.44
H 0.63 1.23 3.57
C 4.21 2.36 0.55
C 4.88 1.00 0.47
O 3.90 -0.02 0.48
H 3.60 2.44 1.45
H 4.96 3.16 0.55
H 3.54 2.51 -0.30
H 5.53 0.85 1.34
H 5.48 0.91 -0.44
H 3.33 0.12 -0.30
```

***

C23H28N4O7P2S as an isolated structure in a non-equilibrium geometry, computed with ωB97M-V/def2-TZVPD.

Values from the calculation:
E_LUMO = 0.424 eV
frontier orbital gap = 9.646 eV

XYZ file:
```
65
C23H28N4O7P2S ωB97M-V/def2-TZVPD
C 4.27 3.13 -1.03
C 4.14 2.43 -2.42
C 4.48 0.95 -2.26
O 3.46 0.32 -1.48
O 2.38 0.05 -2.40
P 1.51 -1.18 -1.79
O 1.78 -2.41 -2.51
O 0.00 -0.72 -2.02
C -0.34 0.49 -1.40
C -0.58 1.59 -2.18
C -0.90 2.81 -1.67
C -1.02 2.86 -0.29
C -0.80 1.70 0.39
N -0.45 0.52 -0.09
O 1.85 -1.21 -0.22
P 2.38 -2.61 0.39
O 1.40 -3.79 0.02
O 2.17 -2.36 1.95
S 4.24 -2.98 0.05
H 4.87 4.03 -1.14
H 4.76 2.47 -0.32
H 3.29 3.40 -0.64
H 4.87 2.88 -3.10
H 3.13 2.56 -2.80
H 4.45 0.48 -3.25
H 5.43 0.78 -1.75
H -0.47 1.48 -3.25
H -1.09 3.67 -2.30
H -1.27 3.79 0.21
H -0.93 1.76 1.47
H 1.97 -4.45 -0.41
H 2.87 -2.83 2.41
N 2.65 0.22 6.03
C 2.36 -0.48 7.13
C 1.63 -1.65 7.12
C 1.16 -2.13 5.90
C 1.45 -1.41 4.75
C 2.20 -0.25 4.87
H 2.75 -0.07 8.05
H 1.42 -2.18 8.04
H 0.58 -3.04 5.85
H 1.10 -1.74 3.78
H 2.45 0.34 4.00
N -4.72 0.92 1.64
C -3.68 0.19 1.23
C -3.11 -0.83 1.97
C -3.64 -1.11 3.22
C -4.72 -0.36 3.67
C -5.22 0.63 2.84
H -3.30 0.45 0.25
H -2.27 -1.39 1.58
H -3.22 -1.90 3.83
H -5.17 -0.55 4.63
H -6.07 1.24 3.15
N -2.33 0.81 -5.75
C -3.65 0.98 -5.69
C -4.55 -0.04 -5.42
C -4.05 -1.31 -5.19
C -2.68 -1.51 -5.25
C -1.87 -0.43 -5.53
H -3.99 1.99 -5.87
H -5.61 0.17 -5.38
H -4.72 -2.13 -4.98
H -2.25 -2.49 -5.08
H -0.79 -0.54 -5.58
```

***

An isolated molecule of C12H13N in a non-equilibrium geometry, computed with ωB97M-V/def2-TZVPD.

Values from the calculation:
structure (SMILES) = CC(C)[C@@]1(C#N)Cc2ccccc21
E_LUMO = 0.833 eV
frontier orbital gap = 10.297 eV
energy relative to the best compared isomer or geometry (same formula, charge and spin) = 2.967 eV

XYZ file:
```
26
C12H13N ωB97M-V/def2-TZVPD
C 2.86 0.17 0.83
C 1.49 0.64 0.24
C 1.89 1.10 -1.16
C 0.53 -0.53 0.07
C 1.06 -1.66 -0.73
N 1.38 -2.62 -1.25
C -0.20 -1.10 1.46
C -1.56 -0.63 0.81
C -2.89 -0.43 1.05
C -3.58 0.21 -0.02
C -2.99 0.58 -1.21
C -1.61 0.39 -1.40
C -0.95 -0.21 -0.37
H 3.34 -0.60 0.32
H 2.80 -0.05 1.93
H 3.52 0.96 0.83
H 1.17 1.55 0.69
H 2.03 0.10 -1.66
H 2.84 1.65 -1.06
H 1.15 1.87 -1.67
H 0.22 -0.63 2.38
H -0.01 -2.07 1.74
H -3.21 -0.75 2.05
H -4.63 0.35 0.30
H -3.49 1.05 -1.92
H -1.16 0.68 -2.22
```

***

C24H23AlNO3PS as an isolated structure in a non-equilibrium geometry, computed with ωB97M-V/def2-TZVPD.

Values from the calculation:
E_LUMO = 0.207 eV
frontier orbital gap = 7.921 eV

XYZ file:
```
54
C24H23AlNO3PS ωB97M-V/def2-TZVPD
Al 0.08 -1.15 -0.22
O -1.31 -1.17 3.67
S -1.17 -0.74 2.28
O -2.38 -0.85 1.47
O 0.08 -1.18 1.64
C -0.97 1.07 2.41
C -1.37 1.66 3.63
C -1.28 3.04 3.80
C -0.80 3.83 2.76
C -0.41 3.24 1.56
C -0.47 1.85 1.35
P 0.08 1.14 -0.25
C -1.06 1.87 -1.46
C -2.41 2.06 -1.14
C -3.33 2.53 -2.09
C -2.91 2.81 -3.39
C -1.58 2.59 -3.74
C -0.67 2.11 -2.79
C 1.72 1.88 -0.41
C 2.78 1.20 0.21
C 4.09 1.68 0.16
C 4.37 2.85 -0.53
C 3.34 3.55 -1.15
C 2.03 3.07 -1.09
H -1.75 1.04 4.43
H -1.59 3.49 4.74
H -0.73 4.91 2.89
H -0.05 3.90 0.77
H -2.79 1.80 -0.15
H -4.37 2.65 -1.81
H -3.62 3.16 -4.13
H -1.25 2.76 -4.76
H 0.35 1.89 -3.11
H 2.58 0.27 0.76
H 4.89 1.13 0.66
H 5.39 3.23 -0.57
H 3.55 4.48 -1.68
H 1.24 3.66 -1.56
H 1.67 -1.15 -0.22
C 0.14 -7.36 -0.18
C 0.12 -5.86 -0.19
C 1.14 -5.13 0.43
C 1.07 -3.74 0.39
N 0.08 -3.05 -0.22
C -0.89 -3.79 -0.80
C -0.92 -5.17 -0.82
H 1.01 -7.75 0.35
H 0.17 -7.74 -1.20
H -0.76 -7.74 0.32
H 1.97 -5.61 0.93
H 1.84 -3.13 0.85
H -1.68 -3.21 -1.28
H -1.73 -5.70 -1.31
H -1.52 -1.15 -0.22
```

***

An isolated ion of composition C2H4FO3S and charge -1 in a non-equilibrium geometry, computed with ωB97M-V/def2-TZVPD.

Values from the calculation:
structure (SMILES) = O=S(=O)([O-])CCF
E_LUMO = 4.089 eV
frontier orbital gap = 9.108 eV
energy relative to the best compared isomer or geometry (same formula, charge and spin) = 0.641 eV
total charge = -1

XYZ file:
```
11
C2H4FO3S ωB97M-V/def2-TZVPD
O -1.48 -0.80 1.13
S -1.43 0.01 -0.06
O -2.39 1.11 -0.01
O -1.42 -0.72 -1.33
C 0.29 0.79 -0.07
C 1.10 -0.49 0.06
F 2.47 -0.20 -0.13
H 0.16 1.23 0.89
H 0.69 1.41 -0.93
H 1.13 -0.99 1.02
H 0.88 -1.34 -0.57
```

***

An isolated molecule of C7H12N2OS2 in a non-equilibrium geometry, computed with ωB97M-V/def2-TZVPD.

Values from the calculation:
E_LUMO = 0.478 eV
frontier orbital gap = 8.841 eV
energy relative to the best compared isomer or geometry (same formula, charge and spin) = 2.506 eV

XYZ file:
```
24
C7H12N2OS2 ωB97M-V/def2-TZVPD
C -2.52 1.20 0.90
C -1.21 1.36 0.99
C 0.90 0.42 0.15
C -2.97 -0.02 0.10
C -3.26 0.26 -1.34
C 3.92 -0.54 0.58
C 2.94 -0.82 -0.59
N -0.39 0.34 0.54
N 1.57 -0.74 -0.16
O -1.24 -2.15 0.89
S 1.60 1.95 -0.13
S -1.34 -1.06 -0.04
H -3.49 1.85 1.12
H -0.66 2.26 1.31
H -3.75 -0.74 0.49
H -2.37 0.68 -1.79
H -4.08 0.97 -1.41
H -3.28 -0.58 -1.94
H 4.06 -1.34 1.25
H 4.95 -0.21 0.16
H 3.44 0.31 1.08
H 2.94 0.02 -1.20
H 3.14 -1.79 -1.14
H 1.11 -1.63 0.20
```

***

An isolated molecule of C3H4S2 in a non-equilibrium geometry, computed with ωB97M-V/def2-TZVPD.

Values from the calculation:
E_LUMO = 0.184 eV
frontier orbital gap = 8.485 eV
energy relative to the best compared isomer or geometry (same formula, charge and spin) = 2.949 eV

XYZ file:
```
9
C3H4S2 ωB97M-V/def2-TZVPD
C -1.17 -0.11 -0.12
C -0.13 -0.88 -0.32
C 1.01 -1.25 -0.72
S -0.87 1.70 0.71
S 1.03 2.05 0.61
H -2.25 -0.11 -0.21
H 1.37 -0.93 -1.68
H 1.84 -1.65 -0.23
H -0.83 1.19 1.97
```

***

C10H27N6O10Pd2 as an isolated structure in a non-equilibrium geometry, computed with ωB97M-V/def2-TZVPD.

Values from the calculation:
E_LUMO (alpha / beta) = -0.271 / -1.996 eV
frontier orbital gap (alpha / beta) = 5.217 / 6.656 eV
multiplicity = 6

XYZ file:
```
55
C10H27N6O10Pd2 ωB97M-V/def2-TZVPD
N 16.15 -3.67 -10.41
H 15.96 -3.97 -9.46
H 15.32 -3.62 -10.98
H 16.91 -4.19 -10.82
H 16.50 -2.73 -10.46
Pd 13.98 -6.32 -13.92
Pd 13.97 -2.88 -13.58
C 13.25 -4.82 -11.82
O 13.79 -5.95 -11.66
O 13.72 -3.76 -11.48
O 12.88 -4.66 -12.95
C 16.00 -4.55 -14.39
O 16.25 -3.53 -13.85
O 16.15 -5.66 -13.92
O 14.85 -4.44 -14.91
C 14.91 1.03 -8.46
O 13.73 0.19 -8.23
C 13.14 -0.46 -9.29
C 12.19 -1.57 -8.78
N 11.59 -2.44 -9.79
C 10.65 -1.79 -10.67
C 9.92 -2.81 -11.51
O 8.96 -2.22 -12.39
C 9.46 -1.72 -13.65
H 15.62 0.65 -9.19
H 15.46 1.27 -7.55
H 14.71 2.04 -8.81
H 14.00 -0.91 -9.78
H 12.73 0.35 -9.89
H 11.50 -1.29 -7.98
H 12.85 -2.22 -8.21
H 12.30 -2.73 -10.44
H 11.16 -1.16 -11.40
H 10.01 -1.14 -10.07
H 9.34 -3.42 -10.82
H 10.57 -3.56 -11.96
H 8.74 -1.22 -14.30
H 9.81 -2.61 -14.17
H 10.32 -1.11 -13.38
C 13.59 -6.84 -8.31
O 13.72 -7.08 -7.11
N 13.69 -5.67 -8.83
N 13.39 -7.72 -9.21
H 13.41 -5.62 -9.80
H 13.72 -4.84 -8.26
H 13.38 -8.68 -8.89
H 13.60 -7.37 -10.13
C 11.11 -7.86 -13.53
O 11.88 -7.06 -14.00
N 10.52 -7.78 -12.41
N 10.68 -9.00 -14.11
H 10.66 -6.92 -11.89
H 9.97 -8.55 -12.05
H 10.24 -9.78 -13.63
H 10.78 -9.16 -15.10
```

***

An isolated molecule of C2H9P3 in a non-equilibrium geometry, computed with ωB97M-V/def2-TZVPD.

Values from the calculation:
structure (SMILES) = CC(P)=[PH2]P
E_LUMO = -0.209 eV
frontier orbital gap = 7.385 eV
energy relative to the best compared isomer or geometry (same formula, charge and spin) = 1.840 eV

XYZ file:
```
14
C2H9P3 ωB97M-V/def2-TZVPD
C 1.31 1.42 -0.13
C 0.86 0.10 0.43
P 1.49 -1.41 -0.39
P -0.93 -0.12 0.58
P -3.16 -0.29 -0.36
H 1.13 1.53 -1.20
H 0.80 2.24 0.39
H 2.39 1.52 0.03
H 1.79 -0.88 -1.65
H 2.80 -1.22 0.03
H -0.98 -1.23 1.41
H -1.28 0.87 1.49
H -3.47 -1.24 0.61
H -2.75 -1.27 -1.26
```

***

An isolated molecule of C20H29N3O5S, computed with ωB97M-V/def2-TZVPD.

Values from the calculation:
structure (SMILES) = CCOC(=O)c1c(NC(=O)CN2CCN(C(=O)[C@@H]3CCCO3)CC2)sc(C)c1C
E_LUMO = 0.630 eV
frontier orbital gap = 8.510 eV
energy relative to the best compared isomer or geometry (same formula, charge and spin) = 1.004 eV

XYZ file:
```
58
C20H29N3O5S ωB97M-V/def2-TZVPD
C -0.66 -1.21 -4.29
C -0.32 0.27 -4.46
O -1.35 1.10 -3.93
C -1.31 1.35 -2.61
O -0.43 0.91 -1.89
C -2.41 2.17 -2.13
C -2.48 2.51 -0.79
N -1.58 2.16 0.17
C -1.75 2.46 1.48
O -2.71 3.08 1.88
C -0.62 1.97 2.37
N 0.16 0.94 1.71
C 1.52 0.84 2.22
C 2.18 -0.42 1.68
N 1.50 -1.59 2.21
C 2.03 -2.82 2.29
O 1.39 -3.77 2.71
C 3.50 -2.96 1.84
C 3.98 -4.42 1.96
C 5.21 -4.33 2.86
C 4.94 -3.02 3.61
O 4.35 -2.17 2.65
C 0.11 -1.39 2.57
C -0.51 -0.36 1.63
S -3.87 3.44 -0.41
C -4.37 3.41 -2.08
C -5.62 4.12 -2.47
C -3.52 2.71 -2.87
C -3.71 2.53 -4.34
H -1.62 -1.43 -4.75
H -0.71 -1.46 -3.24
H 0.11 -1.81 -4.76
H 0.62 0.50 -3.96
H -0.26 0.54 -5.52
H -0.77 1.61 -0.15
H -1.05 1.66 3.34
H 0.03 2.83 2.56
H 1.55 0.82 3.32
H 2.07 1.72 1.87
H 2.13 -0.41 0.59
H 3.23 -0.44 1.99
H 3.58 -2.58 0.81
H 3.19 -5.00 2.43
H 4.20 -4.85 0.99
H 6.12 -4.23 2.27
H 5.31 -5.18 3.53
H 4.25 -3.20 4.45
H 5.84 -2.53 3.99
H -0.40 -2.35 2.48
H 0.03 -1.05 3.61
H -1.57 -0.24 1.85
H -0.42 -0.72 0.60
H -6.07 4.57 -1.59
H -5.42 4.90 -3.20
H -6.34 3.42 -2.91
H -2.85 2.92 -4.89
H -3.79 1.47 -4.58
H -4.61 3.03 -4.67
```

***

A 2-piece molecular cluster, C6H14NO overall in a non-equilibrium geometry, computed with ωB97M-V/def2-TZVPD.

Values from the calculation:
E_LUMO = -5.352 eV
frontier orbital gap = 9.007 eV
energy relative to the best compared isomer or geometry (same formula, charge and spin) = 1.928 eV
total charge = +1

XYZ file:
```
22
C6H14NO ωB97M-V/def2-TZVPD
C -1.53 1.58 1.90
C -1.08 2.32 0.63
C -0.25 1.40 -0.31
C 0.56 0.32 0.34
C 1.56 0.38 1.19
C 0.67 -2.15 0.07
N 0.14 -1.02 -0.13
H -1.72 0.52 1.73
H -0.76 1.75 2.65
H -2.42 2.01 2.36
H -1.92 2.69 0.05
H -0.48 3.18 0.91
H -0.99 0.93 -0.91
H 0.37 2.02 -0.96
H 1.91 -0.43 1.83
H 1.98 1.31 1.57
H 0.50 -3.03 -0.54
H 1.25 -2.37 0.95
H -0.53 -0.94 -0.89
H 0.55 -4.12 -4.44
H 1.37 -2.85 -4.22
O 0.83 -3.50 -3.77
```

***

An isolated ion of composition C6H6NO2S and charge -1 in a non-equilibrium geometry, computed with ωB97M-V/def2-TZVPD.

Values from the calculation:
structure (SMILES) = N=[S@@](=O)([O-])c1ccccc1
E_LUMO = 3.401 eV
frontier orbital gap = 6.454 eV
energy relative to the best compared isomer or geometry (same formula, charge and spin) = 1.079 eV
total charge = -1

XYZ file:
```
16
C6H6NO2S ωB97M-V/def2-TZVPD
N 0.69 1.41 2.56
S 0.01 1.90 1.08
O -1.31 2.52 1.38
O 0.94 2.87 0.53
C -0.06 0.37 0.11
C -0.48 -0.84 0.65
C -0.56 -2.03 -0.10
C -0.15 -1.98 -1.44
C 0.39 -0.80 -1.98
C 0.38 0.40 -1.25
H 0.54 2.21 3.14
H -0.78 -0.80 1.68
H -0.92 -2.97 0.30
H -0.27 -2.88 -2.05
H 0.81 -0.73 -2.97
H 0.76 1.35 -1.66
```

***

An isolated ion of composition C2H6N2P and charge +1 in a non-equilibrium geometry, computed with ωB97M-V/def2-TZVPD.

Values from the calculation:
E_LUMO (alpha / beta) = -7.748 / -7.745 eV
frontier orbital gap (alpha / beta) = 6.394 / 6.398 eV
energy relative to the best compared isomer or geometry (same formula, charge and spin) = 3.548 eV
total charge = +1

XYZ file:
```
11
C2H6N2P ωB97M-V/def2-TZVPD
C 1.26 -0.45 0.01
C -0.87 0.84 -0.35
N 0.54 0.68 0.17
N 0.72 -1.60 -0.12
P -2.21 -0.34 0.03
H 2.23 -0.39 0.22
H -1.36 1.88 -0.21
H -0.75 0.78 -1.54
H 0.97 1.48 0.60
H 1.20 -2.50 -0.19
H -1.73 -0.35 1.37
```

***

A 2-piece molecular cluster, Cl2H8Si4 overall in a non-equilibrium geometry, computed with ωB97M-V/def2-TZVPD.

Values from the calculation:
E_LUMO = -1.059 eV
frontier orbital gap = 6.702 eV
energy relative to the best compared isomer or geometry (same formula, charge and spin) = 2.277 eV

XYZ file:
```
14
Cl2H8Si4 ωB97M-V/def2-TZVPD
Si -2.28 -1.15 0.78
Si 2.34 1.15 0.74
Si -1.76 0.11 -1.13
Si 1.66 -0.25 -1.01
Cl -2.28 2.07 -0.86
Cl 2.02 -2.30 -0.82
H -3.71 -1.06 0.78
H -1.61 -2.46 0.69
H -1.74 -0.16 1.87
H 1.37 1.49 1.93
H 3.56 0.84 1.64
H 2.48 2.53 0.27
H -2.22 -0.47 -2.52
H 2.17 -0.32 -2.35
```

***

An isolated molecule of C5H8O, computed with ωB97M-V/def2-TZVPD.

Values from the calculation:
E_LUMO = 0.140 eV
frontier orbital gap = 8.770 eV
energy relative to the best compared isomer or geometry (same formula, charge and spin) = 4.831 eV

XYZ file:
```
14
C5H8O ωB97M-V/def2-TZVPD
O 2.56 -0.40 -0.55
C 1.85 0.29 0.14
C 0.42 -0.02 0.48
C -0.19 -1.25 -0.19
C -1.86 0.22 0.00
C -0.58 1.06 0.02
H 2.24 1.25 0.57
H 0.33 -0.12 1.57
H -0.02 -1.28 -1.27
H 0.06 -2.22 0.25
H -2.23 0.14 -1.03
H -1.32 -1.14 0.10
H -0.27 1.47 -0.96
H -0.68 1.89 0.72
```